Entry 1:
A single C3H6ClN molecule at a distorted geometry, computed with ωB97M-V/def2-TZVPD.

ORCA input file:
```
! RIJCOSX wB97M-V def2-TZVPD def2/J DEFGRID3
* xyz 0 1
Cl -3.6486 -0.1843 -0.1781
N 0.2885 0.1695 0.0177
C 1.5738 -0.3057 0.2609
C -2.2103 0.7207 0.1624
C -0.7150 -0.1793 0.6568
H 2.2327 -0.4450 -0.6493
H -2.3343 1.5959 0.8763
H -1.8483 1.3484 -0.6526
H 2.1927 0.5761 0.7292
H 1.7206 -1.2573 0.8468
H -0.7566 -0.9146 1.6035
*
```

Summary:
SMILES = C/N=C/CCl
E_tot = -17218.5895 eV
ΔE to the lowest compared entry with this formula, charge and spin = 34.6 kcal/mol
Strongest force on any atom = 0.084 hartree/bohr
Kohn-Sham gap = 0.38973 Eh

---

Entry 2:
2 unconnected molecules or ions with the total composition C3H6ClN at a distorted geometry, computed with ωB97M-V/def2-TZVPD.

ORCA input file:
```
! RIJCOSX wB97M-V def2-TZVPD def2/J DEFGRID3
* xyz 0 1
Cl -1.5476 -2.9995 0.1914
N -0.0261 0.6440 -0.2472
C -0.7180 -1.7867 1.2079
C 0.2205 1.8913 -0.9067
C 0.6876 -0.3356 -0.0249
H 1.2604 1.8135 -1.2533
H -0.3846 1.7649 -1.8017
H -1.3481 -1.0437 1.6174
H 0.0620 -2.0887 1.9051
H 1.6867 -0.6697 -0.2553
H 0.1072 2.8101 -0.4328
*
```

Summary:
E_tot = -17216.4930 eV
ΔE to the lowest compared entry with this formula, charge and spin = 83.0 kcal/mol
Strongest force on any atom = 0.086 hartree/bohr
Kohn-Sham gap (spin up / spin down) = 0.30320 / 0.30320 Eh

---

Entry 3:
A single C3H6ClNO molecule at a distorted geometry, computed with ωB97M-V/def2-TZVPD.

ORCA input file:
```
! RIJCOSX wB97M-V def2-TZVPD def2/J DEFGRID3
* xyz 0 1
Cl 1.3492 0.0202 -1.7464
O 0.6027 1.0391 2.1821
N -0.9252 0.3420 -0.3349
C 0.3412 0.8620 -0.4753
C -0.9454 -1.1052 -0.0708
C 1.1376 0.6701 1.2094
H 2.1165 0.1319 1.0716
H -1.7167 -1.8081 -0.5432
H 0.0448 -1.4449 -0.5211
H -1.6416 0.5853 -1.0060
H 0.3350 1.8974 -0.7793
H -0.6979 -1.1898 1.0140
*
```

Summary:
SMILES = CN[C@H](Cl)C=O
E_tot = -19266.3320 eV
ΔE to the lowest compared entry with this formula, charge and spin = 56.1 kcal/mol
Strongest force on any atom = 0.079 hartree/bohr
Kohn-Sham gap = 0.36325 Eh

---

Entry 4:
2 unconnected molecules or ions with the total composition C3H6ClNO at a distorted geometry, computed with ωB97M-V/def2-TZVPD.

ORCA input file:
```
! RIJCOSX wB97M-V def2-TZVPD def2/J DEFGRID3
* xyz 0 3
Cl 0.6875 -1.4515 -2.8740
O -0.6217 1.6382 0.8273
N 0.8062 -2.0428 -1.1624
C -0.8683 -1.6893 0.6824
C 0.6078 1.5557 0.1298
C -0.1015 -1.8153 -0.4104
H 0.7285 0.5222 -0.2182
H 1.3993 1.9409 0.6436
H -1.5409 -2.5805 0.9740
H -0.9196 -0.8802 1.3001
H 0.5152 2.2173 -0.7198
H -0.6925 2.5853 0.8277
*
```

Summary:
E_tot = -19261.7795 eV
ΔE to the lowest compared entry with this formula, charge and spin = 39.9 kcal/mol
Strongest force on any atom = 0.136 hartree/bohr
Kohn-Sham gap (spin up / spin down) = 0.26519 / 0.25930 Eh

---

Entry 5:
2 unconnected molecules or ions with the total composition C3H6ClNO3 at a distorted geometry, computed with ωB97M-V/def2-TZVPD.

ORCA input file:
```
! RIJCOSX wB97M-V def2-TZVPD def2/J DEFGRID3
* xyz 0 1
Cl 2.6620 -1.4461 -0.2710
O 1.0563 1.0594 -1.3264
O 1.8869 1.5255 0.6225
O 0.7941 -0.4175 1.7177
N 1.2282 0.8208 -0.1602
C 0.6558 -0.3039 0.4424
C -0.5513 -0.8206 -0.3335
C -1.6976 0.3266 -0.3049
H -2.5270 -0.2221 -0.7459
H -0.4699 -1.0437 -1.4323
H -1.9709 0.6744 0.7459
H -1.0609 -1.7723 0.0508
H 1.4266 0.3194 1.9077
H -1.4324 1.3000 -0.9127
*
```

Summary:
E_tot = -23358.7073 eV
ΔE to the lowest compared entry with this formula, charge and spin = 95.0 kcal/mol
Strongest force on any atom = 0.099 hartree/bohr
Kohn-Sham gap = 0.29511 Eh

---

Entry 6:
A molecular structure, C3H6ClO4P at a distorted geometry, computed with ωB97M-V/def2-TZVPD.

ORCA input file:
```
! RIJCOSX wB97M-V def2-TZVPD def2/J DEFGRID3
* xyz 0 1
Cl -0.9273 2.1565 0.4415
P -3.0614 0.4356 -0.1361
O -2.3545 -0.3166 1.1511
O -4.6454 0.5427 0.0242
O -2.4160 0.1289 -1.3873
O -3.7734 1.6851 0.4119
C 0.3862 1.0299 0.6498
C 0.6609 0.1483 -0.5972
C 0.2732 -1.1136 -0.5284
H 1.2141 1.5713 0.8534
H -1.8520 -0.9701 0.6765
H -0.3994 -1.3660 0.3222
H 1.3491 0.6560 -1.3393
H 0.0440 0.4150 1.5692
H 0.3835 -1.8248 -1.2955
*
```

Summary:
E_tot = -33206.9807 eV
ΔE to the lowest compared entry with this formula, charge and spin = 0.0 kcal/mol
Strongest force on any atom = 0.086 hartree/bohr
Kohn-Sham gap = 0.41206 Eh

---

Entry 7:
2 unconnected molecules or ions with the total composition C3H6ClO4S at a distorted geometry, computed with ωB97M-V/def2-TZVPD.

ORCA input file:
```
! RIJCOSX wB97M-V def2-TZVPD def2/J DEFGRID3
* xyz -1 1
Cl -0.3900 2.0446 -0.9387
S -1.1334 0.5393 1.6276
O -2.0500 -0.3709 0.9124
O -1.8136 1.3539 2.6459
O -0.1632 -0.5573 2.6147
O 1.6497 1.3410 0.4782
C 0.5337 -0.6053 -2.1422
C 0.7346 0.8888 -0.1421
C 0.5081 -0.5000 -0.6166
H -0.3166 -0.2849 3.5185
H -0.4678 -0.8373 -0.2347
H 1.4318 -0.1401 -2.5475
H 1.2897 -1.1166 -0.1688
H 0.5164 -1.6509 -2.4376
H -0.3292 -0.1043 -2.5691
*
```

Summary:
E_tot = -34757.5428 eV
ΔE to the lowest compared entry with this formula, charge and spin = 18.9 kcal/mol
Strongest force on any atom = 0.025 hartree/bohr
Kohn-Sham gap = 0.28835 Eh

---

Entry 8:
2 unconnected molecules or ions with the total composition C3H6ClOP at a distorted geometry, computed with ωB97M-V/def2-TZVPD.

ORCA input file:
```
! RIJCOSX wB97M-V def2-TZVPD def2/J DEFGRID3
* xyz 0 1
Cl 4.1416 -1.2981 0.1679
P 4.2651 0.7420 -0.0851
O 4.9845 0.9818 -1.3213
C 0.2288 0.0071 -1.0163
C 0.8020 0.1613 0.3807
C 0.7262 -0.4122 1.5712
H -0.5520 -0.6553 -1.0628
H -0.1167 0.9416 -1.3883
H 0.3398 -1.4252 1.8081
H 1.4383 -0.1318 2.3432
H 1.6715 0.9214 0.2217
H 1.0913 -0.2357 -1.5205
*
```

Summary:
SMILES = O=PCl.C=CC
E_tot = -27066.3061 eV
ΔE to the lowest compared entry with this formula, charge and spin = 24.1 kcal/mol
Strongest force on any atom = 0.061 hartree/bohr
Kohn-Sham gap = 0.32318 Eh

---

Entry 9:
2 unconnected molecules or ions with the total composition C3H6ClP at a distorted geometry, computed with ωB97M-V/def2-TZVPD.

ORCA input file:
```
! RIJCOSX wB97M-V def2-TZVPD def2/J DEFGRID3
* xyz 0 1
Cl 2.6844 0.9938 -0.7894
P 0.9016 -2.5705 -0.0071
C 1.1748 0.5170 -1.0923
C 0.2083 0.9022 0.0349
C -1.1845 0.2891 0.0132
H 0.1271 2.0265 -0.2051
H -0.0793 -3.1929 0.7814
H -0.9153 -0.8107 0.5188
H -1.7122 0.2583 -0.9626
H -1.8539 0.8186 0.7122
H 0.6489 0.7686 0.9959
*
```

Summary:
E_tot = -25012.7734 eV
ΔE to the lowest compared entry with this formula, charge and spin = 137.9 kcal/mol
Strongest force on any atom = 0.066 hartree/bohr
Kohn-Sham gap (spin up / spin down) = 0.25101 / 0.25228 Eh

---

Entry 10:
A single C3H6F2NP molecule at a distorted geometry, computed with ωB97M-V/def2-TZVPD.

ORCA input file:
```
! RIJCOSX wB97M-V def2-TZVPD def2/J DEFGRID3
* xyz 0 1
P 1.4228 -0.7441 -0.3123
F -0.6763 -0.2400 1.3370
F -1.9986 -1.6845 0.4032
N 2.8111 -0.4500 0.9032
C -1.2359 -0.5878 0.1088
C -0.1699 -0.9244 -0.8905
C -2.1420 0.5490 -0.3359
H -2.6261 0.2774 -1.2712
H 2.2546 -1.0883 -1.3548
H 2.4879 -0.0591 1.7790
H -2.8958 0.7226 0.4331
H -1.5448 1.4480 -0.4763
H 3.5012 0.1401 0.4523
*
```

Summary:
SMILES = CC(F)(F)C#[PH]N
E_tot = -19418.7563 eV
ΔE to the lowest compared entry with this formula, charge and spin = 46.2 kcal/mol
Strongest force on any atom = 0.059 hartree/bohr
Kohn-Sham gap (spin up / spin down) = 0.33394 / 0.33396 Eh

---

Entry 11:
A single C3H6F2O molecule at a distorted geometry, computed with ωB97M-V/def2-TZVPD.

ORCA input file:
```
! RIJCOSX wB97M-V def2-TZVPD def2/J DEFGRID3
* xyz 0 1
F -1.0914 -0.5598 -1.1136
F -0.8968 1.9914 0.0836
O 1.3253 0.4057 -1.1825
C 1.0479 -0.6291 -0.2927
C -0.8224 0.8390 0.8111
C -0.4001 -0.4673 0.1274
H 1.6437 -0.3541 0.4522
H -1.8600 0.4182 1.1339
H 1.1808 -1.6388 -0.5573
H -0.7198 -1.2652 0.8344
H 0.8143 0.2346 -2.0244
H -0.2215 1.0252 1.7278
*
```

Summary:
SMILES = OC[C@H](F)CF
E_tot = -10689.3921 eV
ΔE to the lowest compared entry with this formula, charge and spin = 26.2 kcal/mol
Strongest force on any atom = 0.088 hartree/bohr
Kohn-Sham gap = 0.41416 Eh

---

Entry 12:
A single C3H6F2OSi molecule at a distorted geometry, computed with ωB97M-V/def2-TZVPD.

ORCA input file:
```
! RIJCOSX wB97M-V def2-TZVPD def2/J DEFGRID3
* xyz 0 1
Si -0.0855 -0.1516 -0.7688
F -1.4933 -0.7437 -1.3476
F 0.8710 -0.3850 -2.0370
O 0.4324 -0.8833 0.5344
C -0.6119 2.4780 0.4717
C 0.7221 -2.2266 0.8365
C -0.2007 1.7264 -0.5330
H -0.7809 3.5498 0.3768
H -0.2334 2.2287 -1.5588
H -1.1743 2.1295 1.3708
H -0.1622 -2.7685 0.8280
H 1.3812 -2.3583 1.7599
H 1.3353 -2.5955 0.0670
*
```

Summary:
SMILES = C=C[Si](F)(F)OC
E_tot = -18571.9546 eV
ΔE to the lowest compared entry with this formula, charge and spin = 0.0 kcal/mol
Strongest force on any atom = 0.047 hartree/bohr
Kohn-Sham gap = 0.41329 Eh